# C6H18N3

2 unconnected molecules or ions with the total composition C6H18N3 (ωB97M-V/def2-TZVPD, the OMol25 dataset).

The HOMO-LUMO gap comes out at 10.50 eV. As for the lowest unoccupied orbital energy: -3.035 eV. The value obtained for the HOMO energy is -13.54 eV. The spin multiplicity is 1. Its charge is +1.

Last column: Löwdin charge in e.
Cartesian coordinates (Å):
N (-0.28531, 3.10572, -1.34915)  0.196
N (-0.00484, 1.89124, 0.56080)  0.177
N (1.73578, 1.82186, -0.91922)  0.054
C (-0.19670, -2.37335, 1.45434)  -0.096
C (-0.52413, -1.66507, 0.20557)  -0.416
C (-1.06247, -2.33445, -1.13361)  -0.069
C (0.52797, 2.32593, -0.55849)  -0.404
C (2.37398, 0.93570, 0.07463)  -0.047
C (-1.68224, -0.52443, 0.47134)  -0.068
H (-0.80163, 2.14075, 1.13449)  0.154
H (-2.37717, -1.00250, 1.13142)  0.063
H (2.98801, 1.38975, 0.85733)  0.108
H (-0.93029, -2.65469, 2.28720)  0.117
H (-0.96899, -1.55756, -1.88818)  0.067
H (2.99034, 0.27720, -0.45513)  0.081
H (0.31428, -1.09606, -0.11008)  0.065
H (0.60325, -1.79767, 1.94446)  0.076
H (-1.18606, 3.42943, -0.98447)  0.142
H (2.40440, 2.34940, -1.63055)  0.230
H (0.14444, 3.32609, -2.25163)  0.132
H (-2.39018, -0.31906, -0.39304)  0.103
H (0.21529, -3.33144, 1.31860)  0.057
H (-1.37756, 0.24776, 1.06616)  -0.010
H (-0.46579, -3.25749, -1.24469)  0.078
H (0.38992, 1.04074, 0.83153)  0.037
H (-2.11451, -2.69733, -1.15531)  0.086
H (1.68022, 0.32952, 0.73570)  0.086

Cartesian forces, eV/Å:
2.666 -0.820 0.361
0.104 0.449 1.049
0.718 1.537 -0.451
0.035 -0.495 2.575
-4.651 2.388 -1.926
0.514 -1.176 1.836
-2.065 1.137 -1.464
-0.274 -0.089 1.374
-0.949 -3.671 -1.427
-0.062 0.597 -1.089
-0.524 -0.704 0.522
0.016 0.791 -0.455
0.167 1.127 -1.495
0.297 -0.460 -0.376
0.803 -1.141 -0.716
1.136 0.197 -0.398
-0.223 -0.178 0.229
0.763 -0.132 -0.694
-2.267 -1.590 2.053
-1.081 0.504 0.492
1.573 0.410 0.670
0.941 -1.297 -0.750
0.653 2.177 0.927
-0.010 0.567 -0.842
0.302 -0.945 1.009
0.543 0.522 0.553
0.876 0.297 -1.567

***

# C7H6N2S

A molecular structure, C7H6N2S (ωB97M-V/def2-TZVPD, the OMol25 dataset).

The HOMO-LUMO gap (spin up / spin down) comes out at 6.98 / 6.98 eV. As for the lowest unoccupied orbital energy (spin up / spin down): -1.280 / -1.279 eV. The value obtained for the HOMO energy (spin up / spin down) is -8.26 / -8.26 eV. The spin multiplicity is 1.

Last column: Löwdin charge in e.
Cartesian coordinates (Å):
S (-2.74043, -1.03787, -0.66011)  0.721
N (1.29957, 1.71970, -0.78814)  0.054
N (1.25750, -0.96799, -1.10373)  0.118
C (-0.65424, -1.07596, 0.40373)  -0.176
C (-2.76724, -0.36210, 0.95879)  -0.528
C (0.39174, -0.33015, -0.23247)  -0.244
C (0.38940, 1.08479, -0.11461)  -0.064
C (2.10466, 1.14545, -1.65111)  -0.087
C (2.19501, -0.32508, -1.72907)  -0.086
C (-1.53997, -0.47938, 1.36138)  -0.350
H (-0.23243, 1.66957, 0.53984)  0.120
H (2.90263, -0.84262, -2.24372)  0.069
H (-3.73345, 0.01461, 1.58407)  0.130
H (-0.59817, -2.12434, 0.44199)  0.094
H (2.83064, 1.74044, -2.32605)  0.127
H (-1.27934, -0.14768, 2.34558)  0.102

Cartesian forces, eV/Å:
1.360 0.006 0.072
1.104 2.382 -1.950
-1.045 -0.924 2.208
-2.070 -0.240 -1.907
-3.709 0.383 0.458
0.252 1.111 -1.742
0.773 -2.711 0.268
2.124 -1.909 -0.800
-3.070 4.772 1.759
0.438 1.434 2.968
-0.294 -0.170 0.226
1.846 -1.319 -1.670
2.552 -1.011 -1.750
0.412 -1.359 -0.097
-1.398 -0.581 1.432
0.726 0.137 0.525

***

Respective energy relative to the best compared isomer or geometry (same formula, charge and spin) values: 281.35; 226.12 kJ/mol.
Respective E values: -10976.350; -21168.051 eV.
Respective F_max values: 5.6; 5.9 eV Å⁻¹.